No. 1
Formula: C5H5F3O5Ti
Source: the OMol25 dataset
Level of theory: ωB97M-V with the def2-TZVPD basis set

Electronic energy: -1718.6013 Ha
Gap between HOMO and LUMO (spin up / spin down): 8.3 / 8.9 eV
Charge: +1
Max |F|: 1.56 eV/A
2S+1: 2
Energy relative to the best compared isomer or geometry (same formula, charge and spin): 0.00 kJ/mol
E_LUMO (spin up / spin down): -5.1 / -5.1 eV
Expectation value of S²: 0.75

Atoms and positions in Å:
Ti (0.679, -1.202, -0.112)
O (-3.234, 0.247, -0.083)
C (-1.970, 0.018, 0.083)
O (-1.360, -0.877, -0.506)
C (-1.276, 0.912, 1.079)
O (0.123, 0.734, 0.941)
C (0.892, 1.850, 0.427)
C (1.576, 1.456, -0.876)
O (2.051, 2.260, -1.612)
O (1.589, 0.129, -1.073)
H (-3.627, -0.388, -0.709)
H (-1.580, 1.950, 0.940)
H (-1.582, 0.598, 2.080)
H (0.253, 2.713, 0.254)
H (1.645, 2.104, 1.172)
F (0.719, -3.174, -1.447)
C (1.974, -3.059, -0.979)
F (0.650, -2.073, 1.420)
F (2.477, -4.200, -0.999)



No. 2
Formula: C4H8N2
Source: the OMol25 dataset
Level of theory: ωB97M-V with the def2-TZVPD basis set

Electronic energy: -266.6266 Ha
Gap between HOMO and LUMO: 8.6 eV
Max |F|: 2.43 eV/A
Energy relative to the best compared isomer or geometry (same formula, charge and spin): 250.54 kJ/mol
E_LUMO: 1.0 eV

Atoms and positions in Å:
C (-1.593, 0.858, 0.260)
C (1.989, -0.009, -0.176)
N (-0.228, 1.008, 0.300)
N (-1.606, -1.195, -0.006)
C (0.502, -0.106, -0.128)
C (-0.265, -1.236, -0.223)
H (0.165, 1.495, 1.098)
H (-2.144, -0.936, -0.817)
H (-2.146, 1.236, 1.116)
H (-2.054, 1.035, -0.704)
H (0.239, -2.198, -0.162)
H (2.318, 0.671, -0.963)
H (2.426, -0.989, -0.366)
H (2.398, 0.366, 0.770)



No. 3
Formula: C24H15Cl5N3O8OsS
Source: the OMol25 dataset
Level of theory: ωB97M-V with the def2-TZVPD basis set

Electronic energy: -4479.2376 Ha
Gap between HOMO and LUMO (spin up / spin down): 6.9 / 5.1 eV
Charge: +1
Max |F|: 2.50 eV/A
2S+1: 5
Energy relative to the best compared isomer or geometry (same formula, charge and spin): 49.85 kJ/mol
E_LUMO (spin up / spin down): -3.9 / -5.6 eV
Expectation value of S²: 6.04

Atoms and positions in Å:
Os (-0.324, -0.141, -0.413)
O (-0.715, 0.191, 1.719)
C (-1.458, -0.509, 2.416)
C (-2.020, -1.774, 2.062)
C (-2.430, -2.606, 3.115)
C (-2.746, -3.922, 2.874)
C (-2.776, -4.428, 1.563)
C (-2.486, -3.612, 0.507)
C (-2.059, -2.268, 0.703)
O (-1.740, -1.573, -0.328)
N (-2.984, -4.823, 3.984)
O (-3.002, -4.344, 5.096)
O (-3.106, -5.995, 3.718)
H (-1.653, -0.167, 3.445)
H (-2.441, -2.231, 4.130)
H (-3.021, -5.472, 1.426)
H (-2.524, -3.968, -0.511)
Cl (-2.529, 1.638, -1.914)
C (-1.521, 0.775, -2.996)
C (-0.517, -0.025, -2.437)
C (0.258, -0.784, -3.318)
Cl (1.460, -1.787, -2.621)
C (0.065, -0.759, -4.696)
Cl (1.007, -1.742, -5.720)
C (-0.921, 0.084, -5.231)
Cl (-1.143, 0.166, -6.917)
C (-1.717, 0.859, -4.374)
Cl (-2.937, 1.869, -5.017)
O (-0.138, 2.319, -0.203)
C (1.079, 2.111, -0.060)
O (1.520, 0.920, -0.238)
C (1.994, 3.170, 0.392)
C (1.462, 4.441, 0.610)
C (2.246, 5.478, 1.085)
C (3.569, 5.187, 1.348)
O (4.531, 5.994, 1.832)
C (5.689, 5.204, 1.977)
O (5.412, 3.905, 1.498)
C (4.107, 3.901, 1.135)
C (3.339, 2.875, 0.647)
H (0.415, 4.586, 0.394)
H (1.849, 6.462, 1.257)
H (5.961, 5.151, 3.043)
H (6.521, 5.640, 1.408)
H (3.735, 1.892, 0.456)
S (1.181, -2.344, 0.715)
C (1.812, -1.913, 2.204)
N (1.921, -0.669, 2.680)
C (2.510, -0.644, 4.008)
C (2.633, -2.144, 4.356)
N (2.238, -2.788, 3.117)
H (1.839, 0.142, 2.089)
H (1.861, -0.107, 4.706)
H (3.482, -0.147, 3.990)
H (1.963, -2.440, 5.170)
H (3.649, -2.436, 4.633)
H (2.219, -3.785, 2.992)



No. 4
Formula: C5H8O2
Source: the OMol25 dataset
Level of theory: ωB97M-V with the def2-TZVPD basis set

Electronic energy: -345.6156 Ha
Gap between HOMO and LUMO (spin up / spin down): 7.5 / 7.6 eV
Max |F|: 3.53 eV/A
Energy relative to the best compared isomer or geometry (same formula, charge and spin): 497.06 kJ/mol
E_LUMO (spin up / spin down): 0.6 / 0.6 eV

Atoms and positions in Å:
C (1.776, -0.565, 0.289)
C (1.115, 0.375, 1.284)
C (-0.042, 0.529, 0.440)
C (-0.058, 1.107, -0.886)
C (-1.538, -1.188, -0.087)
O (1.885, -0.658, -0.881)
O (-0.993, -0.413, 0.899)
H (0.914, 0.062, 2.332)
H (1.888, 1.129, 1.238)
H (0.666, 1.971, -0.930)
H (-1.182, 1.236, -1.193)
H (0.512, 0.531, -1.633)
H (-2.005, -1.986, 0.556)
H (-0.719, -1.574, -0.897)
H (-2.220, -0.556, -0.528)



> Look up the energy relative to the best compared isomer or geometry (same formula, charge and spin) of the third one.

49.85 kJ/mol



> Among the records above, which one has the highest max |F|?

C5H8O2



> Which value of electronic energy does entry 1 give?

-1718.6013 Ha